1.
# C24H37BrErN6S

A molecular structure, C24H37BrErN6S in a non-equilibrium geometry (ωB97M-V/def2-TZVPD, OMol25).

Geometry as XYZ:
```
70
Properties=species:S:1:pos:R:3:forces:R:3:lowdin_charge:R:1
Er 0.9946 -2.1431 15.8229 -1.2 0.0 -0.4 1.431
C 3.6586 -2.1511 17.7032 3.5 -0.2 -0.5 -0.182
C 3.7953 -3.2954 16.6959 -3.1 -0.3 0.1 -0.150
N 3.1956 -2.9077 15.3783 0.4 0.0 -0.7 -0.178
C 4.0168 -2.0350 14.4600 -2.6 1.5 1.5 -0.167
C 4.1000 -0.5166 14.8372 -0.9 -2.0 2.1 -0.328
S 2.5075 0.3218 15.3280 -0.3 -0.8 -0.1 0.901
C 2.7140 0.7189 17.1046 -0.9 -0.8 -0.3 -0.385
C 2.0948 -0.2679 18.0922 -0.7 -0.3 -0.4 -0.241
N 2.2833 -1.7078 17.8633 0.2 -0.7 -0.7 -0.159
H 4.3895 -1.3431 17.3460 -1.5 -0.7 0.7 0.136
H 4.1633 -2.5576 18.6182 -0.8 0.6 -0.3 0.161
H 3.0983 -4.1425 17.0230 1.3 0.9 -0.1 0.116
H 4.7840 -3.6505 16.5899 1.2 -0.4 0.0 0.129
H 3.0539 -3.7619 14.8069 0.2 0.4 0.7 0.111
H 3.5253 -2.0981 13.5193 -0.5 0.0 -0.9 0.098
H 4.9339 -2.4808 14.3345 2.6 -0.6 -0.1 0.110
H 4.4173 -0.0024 14.0043 0.9 1.2 -1.8 0.058
H 4.7737 -0.3531 15.6720 0.2 0.2 -0.2 0.079
H 2.2322 1.6647 17.2973 -0.2 0.4 -0.2 0.099
H 3.7497 0.8922 17.2286 1.1 0.0 0.4 0.078
H 0.9945 -0.1847 18.1261 0.4 0.5 0.1 0.109
H 2.5017 -0.0595 19.0421 0.2 0.7 1.3 0.129
H 1.9426 -2.2037 18.6885 -0.3 0.2 -0.2 0.149
Br 2.3571 -7.8887 19.6723 -0.1 0.0 0.4 0.882
C 1.7971 -6.8123 18.2593 0.8 -0.7 0.0 -0.698
C 0.5700 -6.1518 18.2955 0.2 -0.2 0.1 -0.106
C 0.1490 -5.4080 17.2429 0.6 1.0 -2.2 -0.017
C 0.9619 -5.2833 16.0191 -0.6 -1.9 2.9 -0.304
C 2.1467 -6.0113 16.0112 0.6 -1.2 0.9 -0.036
C 2.6135 -6.7879 17.1447 -1.4 1.4 -1.4 -0.082
N 0.5913 -4.3946 15.0185 -0.4 1.8 -1.2 -0.053
C 0.3234 -4.6397 13.7844 0.2 -1.5 0.8 0.023
C 0.1897 -3.5119 12.8226 -1.9 -2.0 -0.3 -0.251
C -0.5151 -3.5885 11.6085 0.7 -0.6 0.2 0.064
C -0.5063 -2.4354 10.8039 -1.4 -2.0 -1.0 -0.015
C 0.1736 -1.3267 11.1650 0.3 0.5 0.8 0.012
C 0.7973 -1.3923 12.4216 -0.2 1.9 -0.4 -0.123
N 0.7080 -2.3887 13.2813 1.2 0.9 0.1 -0.006
H -0.1031 -6.2369 19.1250 0.0 -0.2 0.5 0.120
H -0.8507 -4.9925 17.3246 0.1 0.2 -0.4 0.106
H 2.7888 -6.0666 15.1447 0.0 0.3 -0.4 0.122
H 3.5589 -7.3347 17.1065 -0.4 0.2 -0.1 0.124
H 0.2738 -5.7199 13.5034 -0.1 0.9 -0.3 0.178
H -1.0159 -4.5283 11.2613 0.6 1.0 0.5 0.158
H -1.0451 -2.4828 9.8509 0.2 0.1 0.4 0.145
H 0.0845 -0.4522 10.5168 0.7 -0.1 0.5 0.146
H 1.3373 -0.5374 12.7888 0.1 0.4 0.0 0.090
C -5.0281 -0.0386 15.8081 1.7 -0.5 -0.3 -0.048
C -4.0019 0.3036 16.8928 0.3 -0.4 -0.1 -0.120
N -2.5688 -0.3156 16.7189 -1.9 1.8 -0.3 -0.029
C -1.5938 0.5065 15.9681 -0.5 -1.8 -0.4 -0.156
C -1.4557 -0.1210 14.5439 -0.6 0.8 1.4 -0.050
C -2.2608 -1.4800 17.2096 0.4 -0.4 0.4 -0.428
C -3.3187 -2.2010 17.9557 -0.6 -1.0 2.5 0.009
N -1.0340 -2.0216 17.1077 0.5 0.7 -0.7 -0.023
H -5.8941 0.5940 15.9178 -0.4 -0.1 0.1 0.098
H -5.2279 -1.1086 15.7062 -0.4 0.2 0.4 0.082
H -4.5405 0.2082 14.8852 -0.1 0.4 -0.9 0.053
H -4.4726 0.0257 17.8424 0.9 0.2 0.1 0.115
H -3.8361 1.3814 16.8355 0.1 -0.2 0.4 0.122
H -0.6904 0.5357 16.5787 0.3 0.1 -0.2 0.096
H -1.9967 1.4828 15.8559 -0.2 0.9 0.2 0.117
H -1.2277 -1.2058 14.7173 -0.4 0.8 -0.9 0.043
H -0.7282 0.4539 13.9778 0.3 -0.4 -0.2 0.073
H -2.4515 0.0892 14.0790 0.9 -0.9 0.1 0.104
H -4.2154 -2.4607 17.3700 0.5 0.3 0.1 0.107
H -3.6563 -1.6669 18.9165 0.4 -0.4 -1.6 0.140
H -2.8991 -3.1392 18.3897 -0.3 0.5 -0.6 0.095
H -1.0221 -2.8122 17.7247 0.0 -0.5 0.2 0.017
```
Positions in Å, forces in eV/Å.

Properties
electronic energy = -5251.69029 Eh
HOMO-LUMO gap (spin up / spin down) = 6.982 / 6.994 eV
charge = +3
spin multiplicity = 4
⟨S²⟩ = 3.7522



2.
# C24H37BrN5NiOPSTe

A molecular structure, C24H37BrN5NiOPSTe (ωB97M-V/def2-TZVPD, OMol25).

Geometry as XYZ:
```
72
Properties=species:S:1:pos:R:3:forces:R:3:lowdin_charge:R:1
Ni 1.0570 -1.3443 1.5295 0.4 0.4 0.6 -0.166
O -1.7324 -0.3566 5.9771 0.0 -0.1 0.0 0.077
C -1.2496 -1.1396 4.9814 -0.1 0.0 0.1 -0.301
C -1.5148 -2.5146 4.9161 0.1 0.1 -0.1 -0.004
C -0.9744 -3.2412 3.8789 0.1 0.0 -0.1 -0.108
N -0.2212 -2.6586 2.9329 -0.3 -0.1 0.3 0.073
C -0.0046 -1.3837 3.0325 0.1 0.0 -0.2 -0.363
Br 2.8029 -0.3647 2.6996 0.1 0.0 0.2 0.198
C -0.4614 -0.5353 4.0161 0.0 0.0 -0.1 -0.014
H -2.2598 -0.8898 6.5832 0.0 0.0 0.0 0.111
H -2.1207 -3.0009 5.6684 0.0 0.0 0.0 0.112
H -1.1423 -4.3062 3.7894 0.0 0.0 0.0 0.113
H -0.2075 0.5118 4.0596 0.0 0.0 0.0 0.119
Te 2.0056 -3.0338 -0.2051 -0.2 -0.3 -0.3 1.041
C 3.9320 -2.4858 -0.6524 0.2 0.1 0.1 -1.058
C 4.9175 -2.0760 0.2119 0.1 0.0 -0.2 -0.254
C 6.1434 -1.8086 -0.4485 -0.1 0.0 0.0 -0.181
C 6.0683 -2.0201 -1.7964 0.1 0.0 0.1 -0.425
S 4.5176 -2.5425 -2.2643 0.0 0.0 -0.2 0.912
H 4.7453 -1.9455 1.2678 0.0 0.0 0.1 0.046
H 7.0374 -1.4728 0.0532 0.0 0.0 0.0 0.102
H 6.8494 -1.8888 -2.5263 0.0 0.0 0.0 0.064
N -0.0886 -0.5617 0.4551 -0.2 -0.2 -0.2 -0.201
P -0.4646 0.5392 -0.5837 0.0 0.3 -0.1 0.592
N 0.7597 1.4304 -1.2552 0.2 -0.3 -0.1 -0.203
C 1.1336 1.5290 -2.6614 -0.1 0.1 0.0 -0.204
C 2.4712 0.8565 -2.9516 -0.1 0.0 0.0 -0.182
C 3.5505 1.4223 -2.0350 0.0 0.0 0.0 -0.195
C 3.1269 1.2807 -0.5785 0.0 -0.1 0.0 -0.204
C 1.7832 1.9561 -0.3491 0.0 0.0 0.0 -0.207
N -1.4523 1.6581 0.1299 -0.1 0.1 -0.1 -0.203
C -1.6549 2.9764 -0.4645 0.1 0.0 0.1 -0.199
C -3.1157 3.4063 -0.3976 0.0 0.0 -0.1 -0.187
C -3.6799 3.2697 1.0133 0.0 0.0 0.0 -0.204
C -3.4284 1.8694 1.5619 0.0 0.0 0.0 -0.182
C -1.9464 1.5336 1.4920 0.0 0.0 0.0 -0.209
N -1.2840 -0.0494 -1.9112 0.0 -0.2 0.0 -0.198
C -0.6492 -1.1544 -2.6614 0.0 0.1 -0.1 -0.218
C -1.4395 -2.4652 -2.5573 0.0 0.0 -0.1 -0.185
C -2.1244 -2.5727 -1.2014 0.1 0.0 0.0 -0.202
C -3.1637 -1.4544 -1.0537 0.0 0.0 0.0 -0.171
C -2.7374 -0.2117 -1.8439 0.0 0.1 0.0 -0.196
H 1.2223 2.5966 -2.9141 0.0 0.0 0.0 0.122
H 0.3288 1.1319 -3.2725 0.0 -0.1 0.0 0.093
H 2.7318 1.0124 -4.0015 0.0 0.0 0.0 0.114
H 2.3826 -0.2235 -2.7925 0.0 0.0 0.0 0.086
H 3.6906 2.4841 -2.2732 0.0 0.0 0.0 0.113
H 4.5080 0.9282 -2.2078 0.0 -0.1 0.0 0.101
H 3.8748 1.6907 0.1018 0.0 0.0 0.0 0.113
H 3.0225 0.2227 -0.3270 0.0 0.0 0.0 0.056
H 1.8714 3.0342 -0.5370 0.0 0.0 0.0 0.122
H 1.4609 1.8271 0.6865 0.0 0.0 0.0 0.091
H -1.3019 2.9605 -1.4950 0.0 0.0 0.0 0.112
H -1.0387 3.7110 0.0751 0.0 0.0 0.0 0.124
H -3.7096 2.8014 -1.0894 0.0 0.0 0.0 0.103
H -3.1915 4.4422 -0.7368 0.0 0.0 0.0 0.111
H -4.7459 3.5037 1.0171 0.0 0.0 0.0 0.108
H -3.1945 4.0013 1.6685 0.0 0.0 0.0 0.113
H -3.9847 1.1335 0.9709 0.0 0.0 0.0 0.107
H -3.7773 1.7915 2.5933 0.0 0.0 0.0 0.112
H -1.7399 0.5247 1.8393 0.0 0.0 0.0 0.080
H -1.3912 2.2323 2.1360 0.0 0.0 0.1 0.126
H 0.3587 -1.3056 -2.2740 0.0 0.0 0.0 0.050
H -0.5545 -0.8629 -3.7127 0.0 0.0 0.0 0.113
H -0.7578 -3.2995 -2.7289 0.0 0.0 0.0 0.102
H -2.1887 -2.5064 -3.3543 0.0 0.0 0.0 0.110
H -1.3704 -2.4580 -0.4190 0.0 0.0 0.0 0.064
H -2.5891 -3.5515 -1.0746 0.0 0.0 0.0 0.109
H -3.2932 -1.2063 0.0025 0.0 0.0 0.0 0.098
H -4.1375 -1.7809 -1.4299 0.0 0.0 0.0 0.109
H -3.1786 0.6908 -1.4259 0.0 0.0 0.0 0.084
H -3.0911 -0.2864 -2.8761 0.0 0.0 0.0 0.121
```
Positions in Å, forces in eV/Å.

Properties
electronic energy = -6375.62473 Eh
relative energy (zero: lowest compared OMol25 entry of this formula, charge and spin) = 0.0 kcal per mole
HOMO-LUMO gap (spin up / spin down) = 7.292 / 5.543 eV
charge = 0
spin multiplicity = 3
⟨S²⟩ = 2.0575



3.
# C24H37F16N2O14S3

7 unconnected molecules or ions with the total composition C24H37F16N2O14S3 in a non-equilibrium geometry (ωB97M-V/def2-TZVPD, OMol25).

Geometry as XYZ:
```
96
Properties=species:S:1:pos:R:3:forces:R:3:lowdin_charge:R:1
N 0.4856 0.2632 1.0098 2.5 0.9 1.8 -0.692
O 0.2929 0.0935 -0.1765 -2.0 -1.0 -3.3 -0.064
O 1.5884 0.6114 1.3633 3.6 0.9 0.0 -0.027
O -0.2947 0.1214 1.9182 -4.3 -1.3 0.9 -0.022
O 0.6853 -1.3203 5.3135 1.2 -2.0 -0.9 -0.283
S 1.2311 -2.5902 4.8274 -0.1 -0.3 1.8 0.678
O 2.0084 -3.4669 5.7321 -1.2 1.9 -2.0 -0.325
O -0.0210 -3.5275 4.4033 2.4 -0.4 1.1 -0.258
C -1.0709 -2.9458 3.7555 -3.4 0.4 -1.5 -0.330
C -1.7209 -4.0288 2.8771 -0.5 0.3 -0.2 -0.056
C 2.0165 -2.4003 3.1987 -0.4 -0.7 1.2 -0.094
H -0.8991 -2.0173 3.2109 0.8 -0.1 -0.3 0.099
H -1.8478 -2.6350 4.4540 0.1 0.0 0.5 0.122
H -2.6260 -3.7007 2.3661 0.1 0.7 0.0 0.057
H -2.1325 -4.8253 3.4970 0.6 -0.3 0.1 0.075
H -1.0833 -4.3946 2.0723 0.3 -0.2 0.3 0.067
H 2.4222 -3.3763 2.9325 0.3 0.0 0.3 0.069
H 2.7884 -1.6439 3.3405 -0.3 0.1 -0.6 0.078
H 1.1953 -2.2360 2.5010 0.3 0.9 0.0 0.053
O 0.2911 5.1103 2.4701 1.2 -0.9 -1.8 -0.300
S 1.3428 4.6147 1.5859 -0.1 -0.9 0.7 0.659
O 2.2721 3.5843 2.0323 -1.1 1.7 -0.5 -0.290
O 0.6816 4.0847 0.1620 -0.7 0.9 2.7 -0.284
C 1.5807 3.5875 -0.8467 -0.5 0.5 0.9 -0.248
C 1.4645 4.6611 -1.9180 0.6 -0.6 -0.1 -0.064
C 2.2889 6.0490 0.9876 -1.0 -1.1 0.2 -0.118
H 1.2222 2.5908 -1.1042 -0.1 0.1 -0.3 0.105
H 2.4957 3.4263 -0.2768 0.7 0.1 -0.9 0.107
H 2.0713 4.3673 -2.7745 -0.1 0.4 -0.2 0.072
H 1.7442 5.6362 -1.5193 0.5 -0.2 -0.2 0.051
H 0.4157 4.7996 -2.1806 0.0 -0.5 -0.2 0.087
H 2.6235 6.6813 1.8100 0.1 -0.4 0.0 0.070
H 1.5532 6.5799 0.3836 0.4 0.1 -0.1 0.059
H 3.0673 5.5313 0.4272 0.2 0.7 -0.1 0.060
O 5.1959 -3.5212 -0.4882 0.1 1.0 0.5 -0.305
S 4.4837 -2.2898 -0.2048 -2.1 -0.1 -1.1 0.640
O 4.5025 -1.6286 1.0667 0.4 -0.5 -0.8 -0.258
O 4.8284 -1.1740 -1.3496 -1.8 0.1 2.5 -0.269
C 5.6437 -1.5834 -2.3859 0.9 -0.2 -0.6 -0.316
C 7.0391 -1.4820 -1.8326 1.5 0.1 -1.1 -0.074
C 2.7580 -2.6169 -0.7089 0.9 -0.2 0.9 -0.108
H 5.4766 -0.9011 -3.2193 0.0 0.1 0.1 0.116
H 5.2968 -2.5721 -2.6864 0.6 -0.2 -0.3 0.117
H 7.7790 -1.5248 -2.6319 0.1 -0.7 -0.2 0.073
H 7.2659 -2.2198 -1.0629 -0.1 0.0 -0.2 0.075
H 7.2680 -0.4825 -1.4630 -0.6 0.1 0.4 0.087
H 2.4014 -3.3929 -0.0315 0.0 0.1 0.2 0.056
H 2.7628 -3.0782 -1.6965 0.1 0.5 -0.1 0.067
H 2.1693 -1.7084 -0.5817 0.0 0.0 -0.2 0.053
N -2.1696 2.1221 4.9780 0.0 -0.1 0.1 0.080
C -2.6398 2.9619 5.8971 0.8 -0.1 0.6 -0.175
C -3.9145 3.4525 5.9564 -0.5 -0.5 -1.1 -0.094
C -4.7761 3.0408 4.9332 0.2 0.2 -0.6 -0.087
C -4.3230 2.2196 3.8730 0.9 0.6 2.0 -0.036
C -2.9778 1.7564 4.0029 -1.7 0.5 -0.7 -0.127
H -1.9417 3.2427 6.6717 0.3 0.1 0.1 0.098
H -4.2233 4.1658 6.7063 0.0 -0.1 0.1 0.093
H -5.7575 3.4880 4.9895 -0.4 -0.3 -0.5 0.088
H -4.9382 1.9725 3.0204 0.0 -0.1 0.1 0.074
H -2.6129 1.0912 3.2343 0.5 -0.1 0.0 0.085
C -2.6563 -1.6505 -0.5763 0.1 -0.7 -0.2 -0.029
C -2.4887 -3.1565 -1.0614 0.8 5.0 0.0 -0.529
C -1.0530 -3.4673 -1.5129 0.8 -0.5 0.0 -0.260
F -0.4743 -2.6107 -2.4392 -1.5 -0.7 0.5 0.070
F -0.2405 -3.4010 -0.4516 0.2 0.1 1.0 0.086
F -2.9189 -3.9252 -0.1132 0.2 -2.1 2.0 0.171
F -3.3266 -3.3264 -2.0527 -1.1 -0.6 -2.5 0.153
O -4.0266 -1.5787 -0.2018 -1.9 1.5 0.4 0.007
C -4.4050 -0.5707 0.7226 -0.8 -2.7 -0.8 -0.559
C -5.9298 -0.6905 1.1408 0.4 -2.3 0.3 -0.301
F -6.3445 0.2898 1.9394 0.5 1.1 0.4 0.100
F -6.8132 -0.7438 0.1317 0.3 0.1 -0.9 0.099
F -3.6546 -0.8261 1.7757 0.4 0.3 2.0 0.152
F -4.2136 0.6640 0.3836 0.8 1.9 -1.3 0.205
H -2.5209 -0.9505 -1.4008 0.5 -0.2 0.0 0.141
H -1.9881 -1.4428 0.2595 0.1 0.1 -0.1 0.121
H -1.0124 -4.5081 -1.8340 0.0 0.0 -0.7 0.168
H -6.0249 -1.6136 1.7125 0.1 -0.2 0.0 0.164
C -0.0041 0.1269 -4.2303 0.2 -0.2 1.2 -0.083
C 1.3755 0.8456 -4.3152 -1.7 -0.8 -0.3 -0.470
C 2.3441 0.3048 -3.2929 -0.8 2.7 1.2 -0.387
F 2.4117 -0.9582 -3.4460 0.4 -4.5 -0.8 0.154
F 3.5848 0.8028 -3.4501 0.3 0.7 -0.1 0.111
F 1.8268 0.6938 -5.5573 0.9 -0.5 -1.3 0.141
F 1.2089 2.1595 -4.1656 -0.1 1.1 0.7 0.139
O -0.9082 0.7814 -5.0548 -2.7 0.8 -2.2 0.002
C -1.6519 -0.0398 -5.9906 3.8 0.7 3.7 -0.483
C -2.6030 0.8059 -6.7527 -0.9 1.7 -2.1 -0.303
F -3.3129 0.1345 -7.7062 0.2 -0.8 0.5 0.084
F -3.4814 1.4083 -5.9540 -0.3 -0.1 0.8 0.128
F -0.6569 -0.5136 -6.7565 -0.9 -1.2 -1.2 0.154
F -2.2249 -1.0153 -5.2648 -0.3 -0.3 -0.9 0.166
H -0.4184 0.2336 -3.2278 0.4 -0.1 0.4 0.145
H 0.0391 -0.9409 -4.4448 0.5 0.1 -0.1 0.133
H 1.9448 0.4762 -2.2933 0.2 0.6 0.4 0.161
H -2.1111 1.5807 -7.3408 0.7 0.0 0.4 0.177
```
Positions in Å, forces in eV/Å.

Properties
electronic energy = -4891.83290 Eh
relative energy (zero: lowest compared OMol25 entry of this formula, charge and spin) = 14.0 kcal per mole
HOMO-LUMO gap = 7.454 eV
charge = -1
spin multiplicity = 1